Record 1
Molecular formula: C23H48Br2ClN2O8P2
Method: DFT, the ωB97M-V functional and the def2-TZVPD basis

For the maximum force, the calculation gives 0.0135 Eh/bohr. Its net charge is +1. The total energy is -7907.15899 Ha. As for the orbital gap: 5.62 eV. For the LUMO energy, the calculation gives -4.8 eV.

Positions of all 86 atoms, in Å:
H  -7.1557  4.4982  2.6188
H  7.0458  -5.7294  2.7699
H  2.2539  -1.1758  0.1611
H  0.6840  -3.5066  -4.1327
H  -4.3644  1.5692  -2.6660
H  -8.6633  4.8189  1.7359
C  -3.8064  0.6899  -2.3397
O  6.0811  -4.4969  4.0552
H  -8.7208  4.4055  3.4632
N  2.4104  -2.4782  -2.8513
C  2.6798  -1.6008  -1.8727
H  -2.9506  0.5461  -3.0113
C  4.3606  -0.6908  -3.3496
C  -2.7941  2.0701  -0.6949
H  6.3535  -0.5787  0.2173
C  -8.0954  1.9327  3.1721
H  3.6465  2.8065  -5.5039
H  -6.6618  2.8581  -1.5580
O  -3.3812  0.8127  -0.9943
H  -1.6249  -0.8669  -0.3962
H  6.9674  0.5498  -1.0149
C  5.2302  -2.8322  1.4895
H  5.8893  0.0479  -4.6602
C  5.2853  -2.2227  3.7849
C  5.3859  0.3440  -3.7368
H  4.2558  -2.4166  1.2081
H  -9.9868  0.9258  3.0253
O  5.8330  -2.0319  2.4837
C  4.1337  1.8392  -5.3729
Br  0.7857  1.0357  -1.2343
H  -5.8586  1.6353  -0.5494
Br  6.1062  3.0673  -3.7224
C  3.9691  -1.7020  -4.2762
O  3.9178  0.0980  0.5373
H  -7.5460  1.0872  2.7461
C  -3.7613  3.0434  -0.0569
H  -0.5091  -0.4448  0.9026
H  -9.1186  0.6679  4.5473
H  3.3785  1.0561  -5.5174
C  0.4520  -0.8624  -1.0034
O  -10.1117  2.4371  4.4346
H  4.8951  1.7170  -6.1467
C  6.0906  -3.1985  4.6134
H  5.0999  -3.8735  1.7892
H  -4.4530  -0.1840  -2.3976
H  7.5748  -4.0330  2.6770
H  6.3719  -1.0516  -1.4936
C  6.2165  -0.2182  -0.8047
H  -7.4692  2.3878  3.9474
H  -10.8743  3.1620  2.6367
H  -11.5029  3.8782  4.1375
C  1.7522  -1.6128  -0.6911
H  -3.2122  3.9566  0.1931
C  -8.2093  4.2128  2.5181
H  4.5153  0.3871  1.2419
C  -11.1818  2.9524  3.6639
N  3.0378  -2.5755  -4.0176
H  4.2509  -2.5747  3.7050
H  5.8864  -2.8103  0.6194
H  -0.6379  -2.1335  0.3710
H  0.2728  -3.3354  -1.9477
H  -12.0250  2.2538  3.6482
P  1.1989  -3.8127  -2.8743
O  1.8169  -5.1132  -2.6240
H  7.1164  -2.8344  4.7301
C  -6.0270  2.7065  -0.6870
H  -6.5403  3.0998  0.1948
C  3.7692  -0.6965  -2.0945
O  -4.8121  3.4000  -0.9288
O  -8.3333  2.8575  2.1257
H  -1.9701  1.8825  0.0005
C  -0.6434  -1.0906  0.0326
H  -4.1562  2.6211  0.8740
H  6.1624  0.4106  -2.9673
P  4.5332  0.5622  -0.9279
H  5.6390  -3.2573  5.6078
H  0.0925  -1.1636  -1.9947
H  8.0819  -5.0558  4.0420
H  -2.3716  2.5137  -1.6036
C  4.7360  1.7253  -3.9838
H  3.9708  1.9228  -3.2286
H  5.2774  -1.2503  4.2836
C  -9.3759  1.4159  3.7914
Cl  4.6875  -1.8825  -5.8117
H  1.4922  -2.6388  -0.4078
C  7.2626  -4.8352  3.3511

Löwdin atomic charge list, values in e, 2 entries: number 1, H, carries 0.09; number 2, H, carries 0.09

=====

Record 2
Molecular formula: C7H6F3N3O2
Method: DFT, the ωB97M-V functional and the def2-TZVPD basis

For the maximum force, the calculation gives 0.0906 Eh/bohr. Its net charge is 0. As for the relative energy (zero: lowest compared OMol25 entry of this formula, charge and spin): 29.63 kcal per mole. The total energy is -884.63284 Ha. Its structure (SMILES) is N/C(=C/[C@H](N=C=O)[C@@H](F)C(F)F)N=C=O. As for the orbital gap: 8.90 eV. For the LUMO energy, the calculation gives 0.5 eV.

Positions of all 21 atoms, in Å:
O  -0.2317  1.5078  -3.8073
N  2.7807  -0.4541  0.4081
H  3.5291  0.1907  0.6463
H  -2.6181  -1.4828  1.9502
C  -1.8668  0.0901  0.6806
O  2.2483  3.4567  -0.0605
H  2.8116  -1.4506  0.5921
C  -0.4884  1.0574  -2.7892
N  1.3718  1.3208  0.0238
C  0.4215  -0.7489  -0.2697
F  -1.1595  -2.2444  0.8713
H  0.5727  -1.8449  -0.4197
C  -0.9790  -0.2492  -0.6682
H  -1.8693  0.9214  1.2903
C  1.8823  2.3729  -0.1346
C  1.5147  -0.0049  0.0025
C  -1.6442  -1.1933  1.5405
F  -0.8595  -1.0044  2.6069
F  -3.2050  0.0875  0.3265
N  -0.7615  0.7866  -1.6538
H  -1.4497  -1.1146  -1.1364

Löwdin atomic charge list, values in e, 2 entries: number 1, O, carries 0.18; number 2, N, carries 0.13

=====

Record 3
Molecular formula: C6H10O
Method: DFT, the ωB97M-V functional and the def2-TZVPD basis

For the maximum force, the calculation gives 0.0071 Eh/bohr. Its net charge is 0. As for the relative energy (zero: lowest compared OMol25 entry of this formula, charge and spin): 10.91 kcal per mole. The total energy is -309.82499 Ha. Its structure (SMILES) is C[C@H]1CC=CCO1. As for the orbital gap: 10.33 eV. For the LUMO energy, the calculation gives 1.1 eV.

Positions of all 17 atoms, in Å:
H  -2.6289  1.1902  0.5563
H  -0.5998  -2.0143  0.4226
C  1.3484  -1.1333  0.0959
C  -2.2413  0.2494  0.1542
O  -0.1591  1.2401  -0.3239
H  -0.5275  0.2467  1.4573
C  1.9751  0.0379  0.0601
H  1.6258  2.1922  0.0554
H  1.8870  -2.0558  0.2960
C  1.2567  1.2691  -0.4116
H  3.0373  0.1316  0.2772
H  -0.3834  -1.2908  -1.1710
H  -2.4707  0.2155  -0.9163
C  -0.1425  -1.1694  -0.1066
H  -2.7571  -0.5797  0.6509
C  -0.7418  0.1522  0.3788
H  1.5218  1.3184  -1.4754

Löwdin atomic charge list, values in e, 2 entries: number 1, H, carries 0.08; number 2, H, carries 0.12